85
Properties=species:S:1:pos:R:3:forces:R:3:lowdin_charge:R:1 method="wB97M-V/def2-TZVPD" charge=-1 homo_energy_ev=-6.43 de_lowest_kcal_mol=0.0 multiplicity=1 homo_lumo_gap_ev=8.9
O -2.22303 -0.19725 -3.20609 -0.835 -0.104 -0.656 0.03
C -1.35637 -0.04016 -2.15179 1.585 -0.260 0.642 -0.78
O -0.60485 -1.03221 -1.87690 -1.130 1.343 -0.137 -0.07
O -1.41040 1.11785 -1.65974 0.154 -1.180 -0.034 -0.10
H -2.17493 -1.09164 -3.57147 0.256 0.093 0.372 0.11
C -1.80662 3.47026 -3.51550 -0.630 -1.549 -0.382 -1.53
Cl -3.37157 3.37783 -4.45912 0.808 0.231 0.383 0.45
Cl -1.55101 5.05705 -2.86358 -0.083 0.330 0.288 0.52
Cl -0.43987 3.01606 -4.56980 -0.310 0.045 0.225 0.51
H -1.90703 2.66773 -2.73334 0.386 0.820 -0.501 -0.04
C -4.63411 1.32509 -1.35972 0.955 -0.627 -1.694 -1.51
Cl -5.96435 1.76891 -2.48828 0.300 -0.033 0.229 0.47
Cl -5.32134 0.33412 -0.07873 0.261 -0.113 0.017 0.58
Cl -3.83557 2.74528 -0.73465 -0.211 0.439 0.308 0.58
H -3.82915 0.78786 -1.98626 -1.417 0.488 1.168 0.03
F -4.41351 -2.72684 -2.02641 -0.123 0.004 0.892 0.03
C -4.18962 -2.99598 -0.70017 -0.691 -0.552 0.497 -0.25
C -2.86140 -3.20960 -0.31809 -2.168 0.360 -0.879 -0.01
C -2.62901 -3.56576 0.97456 0.480 -0.381 1.148 -0.09
C -3.68222 -3.71031 1.88250 0.886 0.191 0.985 -0.12
C -4.97000 -3.42385 1.50694 -1.668 -0.432 0.751 -0.13
C -5.28333 -3.12118 0.19962 1.426 0.603 -1.982 -0.05
H -2.15569 -3.05699 -1.09086 1.084 0.123 -0.332 0.10
H -1.59828 -3.67596 1.30448 -0.217 -0.121 0.069 0.12
H -3.48140 -3.90524 2.94985 0.052 0.014 -0.754 0.12
H -5.80869 -3.46862 2.24765 0.932 -0.025 -0.655 0.12
H -6.28263 -2.93256 -0.17514 0.040 -0.009 0.191 0.11
F 2.56530 1.37715 -5.19337 -0.008 -0.427 0.325 0.02
C 2.76260 0.12443 -4.70137 -0.102 -1.110 0.040 -0.26
C 1.74610 -0.52922 -3.97357 0.968 1.873 -0.665 -0.03
C 1.97114 -1.77924 -3.46609 0.361 -0.441 0.006 -0.09
C 3.15044 -2.44211 -3.80341 0.746 -0.333 0.021 -0.09
C 4.15129 -1.82549 -4.56962 -1.182 0.111 0.006 -0.10
C 3.96942 -0.52008 -5.00683 -0.191 1.268 -0.797 -0.03
H 0.85435 0.00571 -3.69765 -0.256 0.131 -0.094 0.10
H 1.19418 -2.12405 -2.79065 0.168 -0.464 -0.159 0.09
H 3.37831 -3.45886 -3.48292 -0.389 0.190 0.117 0.10
H 4.98061 -2.40848 -4.92339 0.425 -0.033 0.166 0.09
H 4.68031 0.03805 -5.67501 -0.618 -0.784 0.863 0.13
C 3.29215 2.59659 -1.19658 -1.579 0.359 0.442 -0.10
O 3.33203 1.41866 -0.37394 -0.140 0.909 -0.690 -0.20
C 2.83816 0.23346 -0.98642 1.021 0.316 0.042 -0.20
C 2.40256 -0.67611 0.13306 -0.007 1.677 -0.307 -0.17
O 3.37169 -0.71233 1.18070 -0.428 -0.212 -1.215 -0.11
C 3.02952 -1.79037 1.95922 2.044 -1.956 1.373 -0.24
C 4.05265 -2.03053 3.10530 0.729 -0.128 -0.371 -0.21
O 3.87319 -1.37679 4.33487 -1.008 1.891 -0.307 -0.19
C 3.92586 0.07381 4.07491 0.143 -2.715 0.421 -0.04
H 2.17948 2.94129 -1.36415 1.900 -0.724 0.101 0.11
H 3.78266 2.46490 -2.19400 -0.254 0.041 0.775 0.08
H 3.77480 3.40325 -0.58660 -0.217 -0.723 -0.731 0.09
H 3.60394 -0.15727 -1.68455 -0.020 -0.222 0.496 0.13
H 1.97720 0.39974 -1.60526 -0.715 0.398 -0.195 0.10
H 2.08104 -1.62487 -0.27406 0.343 -0.655 0.075 0.12
H 1.50507 -0.21230 0.53435 -0.383 0.024 0.201 0.12
H 3.02277 -2.72320 1.33734 -0.051 0.461 0.418 0.14
H 2.09438 -1.72097 2.45674 -1.366 0.336 0.213 0.09
H 5.06530 -1.70566 2.79020 -0.259 -0.628 -0.539 0.13
H 4.02506 -3.08819 3.37348 0.206 -0.071 -0.265 0.12
H 3.21485 0.35159 3.34316 -0.633 0.397 -0.790 0.07
H 4.91774 0.29636 3.79076 1.183 0.439 -0.794 0.08
H 3.75968 0.54536 4.98269 -0.599 0.875 1.770 0.06
C -0.16891 4.97100 1.77742 0.496 -0.762 -0.082 -0.10
O 0.39246 4.07452 2.74896 -0.441 0.163 -0.142 -0.19
C 0.43416 2.69085 2.39209 -1.153 -0.080 -0.305 -0.16
C -0.87980 1.97239 1.95746 1.403 -0.481 1.320 -0.14
O -1.62185 1.42565 3.08697 -0.358 1.416 -0.921 -0.15
C -2.77872 0.74980 2.59862 -0.220 0.182 0.580 -0.21
C -2.52998 -0.66795 2.28446 0.891 -3.187 0.247 -0.18
O -1.83752 -1.44907 3.33642 -0.614 1.069 -0.351 -0.20
C -0.44546 -1.16796 3.46920 -0.290 -0.481 -1.100 -0.11
H -0.02694 4.59707 0.75722 -0.074 -0.173 0.011 0.08
H 0.37058 5.92344 1.80410 -0.162 -0.133 0.394 0.08
H -1.23797 5.11466 1.94621 0.016 0.090 0.041 0.08
H 0.76730 2.14310 3.26627 0.366 0.137 0.231 0.12
H 1.14980 2.56120 1.57659 0.080 -0.083 -0.091 0.12
H -0.53839 1.07814 1.45555 0.212 -0.025 -0.879 0.10
H -1.44009 2.58749 1.27190 -0.684 0.104 -0.080 0.10
H -3.15029 1.19060 1.67457 -0.183 0.366 0.046 0.07
H -3.55931 0.76102 3.35765 0.035 0.509 0.233 0.13
H -1.88382 -0.79480 1.40323 -0.311 0.155 -0.170 0.12
H -3.47527 -1.28655 2.13691 1.060 1.292 -0.031 0.12
H -0.04399 -2.04480 4.01179 0.107 0.797 -0.011 0.10
H -0.25673 -0.17531 3.88439 0.058 -0.415 0.536 0.08
H 0.02087 -1.13262 2.45473 -0.192 -0.229 0.412 0.07


19
Properties=species:S:1:pos:R:3:forces:R:3:nbo_charge:R:1 method="wB97M-V/def2-TZVPD" smiles="CC=C(C)C.C=O" charge=0 homo_energy_ev=-9.08 de_lowest_kcal_mol=34.8 multiplicity=1 homo_lumo_gap_ev=10.0
C -1.12910 -1.08770 -1.45176 -0.046 0.030 -0.042 -0.66
C -0.19772 -1.09487 -0.27137 0.043 0.102 0.138 -0.19
C -0.17538 -0.21457 0.73613 0.009 -0.110 -0.101 0.01
C 0.83683 -0.32535 1.84671 0.050 -0.042 0.038 -0.64
C -1.14084 0.93577 0.86206 -0.040 0.050 -0.052 -0.66
H -0.69231 -1.63507 -2.29111 -0.033 0.067 0.111 0.22
H -2.08660 -1.56607 -1.21316 0.105 0.053 -0.014 0.22
H -1.33851 -0.07324 -1.80439 0.010 -0.131 0.060 0.22
H 0.53356 -1.90369 -0.24670 -0.085 0.104 0.036 0.19
H 1.50292 -1.18204 1.70443 -0.114 0.111 0.012 0.21
H 0.34813 -0.43167 2.82366 0.041 0.032 -0.138 0.22
H 1.45445 0.58229 1.90410 -0.099 -0.111 -0.014 0.21
H -1.90743 0.71401 1.61539 0.107 0.013 -0.074 0.22
H -1.65434 1.16055 -0.07603 0.063 -0.058 0.119 0.22
H -0.62768 1.84666 1.19465 -0.043 -0.135 -0.033 0.21
C 1.55993 1.07657 -1.38690 -0.112 -0.006 -0.257 0.29
O 1.07932 1.09685 -2.49199 0.227 0.029 0.449 -0.52
H 1.28675 1.81909 -0.61025 -0.010 -0.058 -0.123 0.11
H 2.31735 0.32934 -1.07932 -0.073 0.062 -0.114 0.11